The following is a DFT calculation (the ωB97M-V functional and the def2-TZVPD basis) of the molecule C3H6N2O2 in a non-equilibrium geometry.

Output
Calculated total energy in a.u.: -377.8297
Energy above the lowest of the compared OMol25 structures with the same formula, charge and spin in eV: 3.527
Gap between HOMO and LUMO in eV: 10.3
E_HOMO in eV: -9.5

Cartesian coordinates (Å):
H (1.106, 1.631, 2.417)
N (0.148, 1.433, 1.843)
C (0.506, 0.514, 0.971)
N (1.622, -0.024, 0.299)
C (-0.905, 0.012, 0.335)
O (-1.119, 0.352, -1.060)
C (-0.882, -0.772, -1.850)
O (-0.154, -1.663, -1.656)
H (2.512, 0.224, 0.755)
H (1.258, -0.849, -0.419)
H (-1.702, 0.739, 0.781)
H (-1.121, -0.985, 0.555)
H (-1.267, -0.614, -2.971)

Charge distribution, Löwdin scheme, values in e:
1. H 0.088
2. N 0.057
3. C -0.452
4. N 0.091
5. C -0.131
6. O -0.049
7. C -0.352
8. O 0.081
9. H 0.097
10. H 0.157
11. H 0.144
12. H 0.090
13. H 0.180


The following is a DFT calculation (the ωB97M-V functional and the def2-TZVPD basis) of C22H57AlBNOP as an isolated structure in a non-equilibrium geometry.

Output
Calculated total energy in a.u.: -1611.1038
Energy above the lowest of the compared OMol25 structures with the same formula, charge and spin in eV: 0.000
Net charge: -1
Gap between HOMO and LUMO in eV: 6.5
E_HOMO in eV: -3.8

Cartesian coordinates (Å):
C (2.721, 5.375, -0.115)
C (2.995, 5.662, -1.597)
C (2.452, 4.602, -2.564)
Al (2.778, 2.649, -2.168)
P (0.804, 1.950, -0.893)
N (-0.515, 1.673, -1.779)
B (4.596, 2.157, -1.012)
C (5.672, 1.121, -1.526)
O (4.875, 2.671, 0.264)
H (2.657, 4.302, 0.076)
H (3.496, 5.777, 0.545)
H (1.776, 5.823, 0.203)
H (4.071, 5.792, -1.753)
H (2.557, 6.643, -1.827)
H (2.857, 4.796, -3.565)
H (1.367, 4.737, -2.667)
H (2.715, 1.787, -3.540)
H (1.104, 0.829, -0.052)
H (0.565, 2.968, 0.071)
H (-1.299, 2.251, -1.498)
H (6.282, 1.650, -2.270)
H (5.234, 0.270, -2.053)
H (6.334, 0.764, -0.730)
H (4.837, 3.630, 0.303)
C (-1.864, -4.549, -2.608)
C (-0.720, -4.044, -3.479)
C (0.662, -4.299, -2.877)
C (0.903, -3.613, -1.532)
C (0.718, -2.096, -1.540)
C (1.667, -1.352, -2.470)
H (-1.876, -4.051, -1.637)
H (-2.832, -4.367, -3.079)
H (-1.776, -5.624, -2.429)
H (-0.848, -2.975, -3.665)
H (-0.770, -4.531, -4.458)
H (1.423, -3.976, -3.591)
H (0.801, -5.379, -2.752)
H (1.923, -3.844, -1.203)
H (0.237, -4.045, -0.777)
H (0.861, -1.726, -0.521)
H (-0.311, -1.838, -1.804)
H (2.711, -1.540, -2.206)
H (1.481, -0.283, -2.403)
H (1.527, -1.635, -3.515)
C (-1.012, -4.441, 2.295)
C (-0.367, -3.508, 3.314)
C (0.980, -2.954, 2.848)
C (2.055, -4.008, 2.580)
C (2.375, -4.917, 3.766)
C (2.911, -4.167, 4.981)
H (-0.392, -5.319, 2.105)
H (-1.990, -4.792, 2.628)
H (-1.146, -3.915, 1.347)
H (-0.255, -4.028, 4.272)
H (-1.035, -2.664, 3.505)
H (1.344, -2.235, 3.587)
H (0.825, -2.382, 1.928)
H (2.969, -3.495, 2.267)
H (1.755, -4.626, 1.729)
H (3.113, -5.658, 3.446)
H (1.483, -5.484, 4.051)
H (3.820, -3.618, 4.727)
H (3.150, -4.851, 5.797)
H (2.185, -3.446, 5.359)
C (-6.635, 2.515, 2.091)
C (-6.459, 3.135, 0.709)
C (-5.338, 2.496, -0.110)
C (-3.943, 2.609, 0.508)
C (-3.477, 4.035, 0.791)
C (-3.369, 4.897, -0.463)
H (-5.734, 2.627, 2.696)
H (-7.457, 2.982, 2.636)
H (-6.850, 1.447, 2.012)
H (-6.276, 4.209, 0.812)
H (-7.396, 3.041, 0.151)
H (-5.332, 2.940, -1.109)
H (-5.566, 1.435, -0.256)
H (-3.226, 2.133, -0.167)
H (-3.906, 2.032, 1.436)
H (-2.497, 3.984, 1.272)
H (-4.144, 4.520, 1.512)
H (-2.674, 4.452, -1.179)
H (-3.003, 5.897, -0.223)
H (-4.334, 5.012, -0.960)

Charge distribution, Löwdin scheme, values in e:
1. C -0.143
2. C -0.354
3. C -0.333
4. Al 0.289
5. P 0.517
6. N -0.417
7. B -0.540
8. C -0.101
9. O 0.004
10. H 0.019
11. H 0.062
12. H 0.065
13. H 0.087
14. H 0.083
15. H 0.033
16. H 0.040
17. H -0.079
18. H -0.091
19. H -0.079
20. H -0.128
21. H 0.054
22. H 0.035
23. H 0.044
24. H 0.052
25. C -0.114
26. C -0.270
27. C -0.230
28. C -0.234
29. C -0.268
30. C -0.106
31. H 0.060
32. H 0.066
33. H 0.070
34. H 0.102
35. H 0.100
36. H 0.100
37. H 0.104
38. H 0.106
39. H 0.081
40. H 0.082
41. H 0.101
42. H 0.077
43. H 0.003
44. H 0.071
45. C -0.110
46. C -0.266
47. C -0.220
48. C -0.228
49. C -0.273
50. C -0.115
51. H 0.065
52. H 0.067
53. H 0.065
54. H 0.095
55. H 0.105
56. H 0.103
57. H 0.100
58. H 0.113
59. H 0.095
60. H 0.102
61. H 0.096
62. H 0.075
63. H 0.065
64. H 0.064
65. C -0.118
66. C -0.276
67. C -0.228
68. C -0.224
69. C -0.268
70. C -0.108
71. H 0.064
72. H 0.064
73. H 0.073
74. H 0.096
75. H 0.100
76. H 0.101
77. H 0.109
78. H 0.098
79. H 0.101
80. H 0.103
81. H 0.094
82. H 0.071
83. H 0.067
84. H 0.062


The following is a DFT calculation (the ωB97M-V functional and the def2-TZVPD basis) of C22H12F3N8O5SV as an isolated structure in a non-equilibrium geometry.

Output
Calculated total energy in a.u.: -3301.8419
⟨S²⟩: 3.80
Energy above the lowest of the compared OMol25 structures with the same formula, charge and spin in eV: 0.000
Net charge: -1
Gap between HOMO and LUMO (spin up / spin down) in eV: 4.1 / 7.5
Spin multiplicity: 4
E_HOMO (spin up / spin down) in eV: -2.2 / -5.6

Cartesian coordinates (Å):
V (-0.417, 0.682, 0.173)
N (1.368, -1.116, 3.892)
C (0.581, -2.146, 3.422)
C (0.231, -1.783, 2.161)
N (0.785, -0.564, 1.856)
C (1.461, -0.186, 2.908)
C (2.202, 1.055, 3.088)
N (2.813, 1.728, 2.149)
C (3.329, 2.839, 2.768)
C (3.036, 2.819, 4.099)
N (2.332, 1.657, 4.305)
H (1.785, -1.062, 4.804)
H (0.352, -3.013, 4.013)
H (-0.413, -2.286, 1.461)
H (3.853, 3.591, 2.203)
H (3.244, 3.508, 4.898)
H (1.781, 1.460, 5.121)
O (-0.839, 4.373, -1.763)
C (-0.543, 3.540, -0.937)
O (-0.823, 2.283, -0.994)
C (0.252, 4.053, 0.306)
O (1.037, 4.954, 0.219)
O (0.062, 3.461, 1.501)
S (-2.071, -4.454, -5.412)
N (-3.008, -3.285, -4.688)
C (-2.220, -2.671, -3.819)
C (-2.618, -1.585, -2.957)
C (-3.907, -1.035, -2.942)
C (-4.199, -0.007, -2.079)
C (-3.194, 0.472, -1.224)
N (-1.982, -0.025, -1.226)
C (-1.672, -1.033, -2.071)
C (-0.341, -1.527, -2.020)
N (0.504, -0.949, -1.127)
C (1.743, -1.391, -1.048)
C (2.235, -2.433, -1.857)
C (1.397, -3.028, -2.762)
C (0.064, -2.594, -2.870)
C (-0.882, -3.168, -3.769)
N (-0.642, -4.180, -4.612)
H (-4.649, -1.439, -3.619)
H (-5.183, 0.439, -2.047)
H (-3.378, 1.277, -0.523)
H (2.382, -0.925, -0.307)
H (3.264, -2.746, -1.749)
H (1.730, -3.833, -3.404)
O (2.434, 1.962, -0.844)
C (1.679, 1.534, -0.138)
F (-2.036, 2.713, 1.626)
C (-0.729, 2.275, 1.622)
F (-1.703, -0.160, 1.270)
F (-0.488, 1.948, 2.945)

Charge distribution, Löwdin scheme, values in e:
1. V 0.909
2. N 0.109
3. C -0.066
4. C -0.114
5. N 0.069
6. C -0.262
7. C -0.291
8. N 0.113
9. C -0.111
10. C -0.083
11. N 0.107
12. H 0.149
13. H 0.107
14. H 0.113
15. H 0.108
16. H 0.106
17. H 0.153
18. O 0.098
19. C -0.546
20. O -0.139
21. C -0.421
22. O 0.126
23. O 0.058
24. S 0.815
25. N -0.276
26. C -0.345
27. C -0.085
28. C -0.004
29. C -0.042
30. C -0.098
31. N 0.022
32. C -0.141
33. C -0.142
34. N 0.045
35. C -0.152
36. C -0.060
37. C -0.007
38. C -0.097
39. C -0.351
40. N -0.290
41. H 0.111
42. H 0.098
43. H 0.123
44. H 0.093
45. H 0.095
46. H 0.111
47. O 0.188
48. C -0.034
49. F 0.034
50. C -0.485
51. F -0.431
52. F 0.011


The following is a DFT calculation (the ωB97M-V functional and the def2-TZVPD basis) of a 2-piece molecular cluster, C5H12OS2 overall.

Output
Calculated total energy in a.u.: -1069.2856
Energy above the lowest of the compared OMol25 structures with the same formula, charge and spin in eV: 0.941
Gap between HOMO and LUMO in eV: 9.2
E_HOMO in eV: -8.7

Cartesian coordinates (Å):
C (1.573, -0.274, -0.279)
C (1.936, -0.928, -1.376)
C (1.008, -1.638, -2.324)
O (3.259, -1.031, -1.716)
H (0.600, 0.183, -0.159)
H (2.304, -0.004, 0.476)
H (-0.022, -1.506, -1.991)
H (1.053, -1.235, -3.341)
H (1.211, -2.708, -2.352)
H (3.340, -1.518, -2.537)
C (-1.939, -0.373, 1.290)
C (-1.372, 0.924, 1.836)
S (-1.204, 2.133, 0.471)
S (-0.872, 3.852, 1.609)
H (-1.254, -0.889, 0.620)
H (-2.873, -0.196, 0.756)
H (-2.174, -1.048, 2.119)
H (-0.398, 0.803, 2.307)
H (-2.035, 1.380, 2.571)
H (-2.139, 4.073, 2.022)

Charge distribution, Löwdin scheme, values in e:
1. C 0.042
2. C -0.457
3. C -0.042
4. O 0.030
5. H -0.004
6. H 0.069
7. H 0.076
8. H 0.084
9. H 0.086
10. H 0.091
11. C -0.182
12. C -0.624
13. S 0.407
14. S 0.305
15. H 0.048
16. H 0.067
17. H 0.077
18. H 0.067
19. H 0.054
20. H -0.194


The following is a DFT calculation (the ωB97M-V functional and the def2-TZVPD basis) of an isolated ion of composition C5H8N and charge +1 in a non-equilibrium geometry.

Output
Calculated total energy in a.u.: -249.6063
Energy above the lowest of the compared OMol25 structures with the same formula, charge and spin in eV: 5.954
Net charge: +1
Gap between HOMO and LUMO in eV: 11.3
E_HOMO in eV: -14.7

Cartesian coordinates (Å):
C (-1.227, 2.050, -0.545)
C (-0.663, 0.554, 0.291)
C (-0.804, -0.309, 1.281)
N (0.282, -0.471, 0.257)
C (1.689, -0.887, 0.177)
C (0.693, -1.562, -0.553)
H (-0.588, 2.213, -1.439)
H (-1.085, 2.800, 0.132)
H (-2.359, 1.745, -0.687)
H (-1.184, -0.786, 2.155)
H (1.998, -1.434, 1.103)
H (2.332, -0.173, -0.260)
H (0.579, -1.300, -1.643)
H (0.336, -2.441, -0.270)

Charge distribution, Löwdin scheme, values in e:
1. C 0.094
2. C -0.015
3. C 0.202
4. N -0.127
5. C 0.008
6. C -0.056
7. H 0.075
8. H 0.013
9. H 0.122
10. H 0.128
11. H 0.163
12. H 0.127
13. H 0.171
14. H 0.095